*a*
Below is 15 unconnected molecules or ions with the total composition C15H60N30O15, with properties calculated with ωB97M-V with the def2-TZVPD basis set.

Structure (ORCA input):
```
! wB97M-V def2-TZVPD RIJCOSX def2/J DEFGRID3
* xyz 0 1
C -1.98 0.53 3.28
O -1.06 0.61 2.44
N -3.15 1.26 3.27
N -1.81 -0.01 4.55
H -3.79 1.20 4.03
H -3.09 2.02 2.56
H -0.89 -0.15 4.92
H -2.50 0.11 5.26
C -1.45 4.08 1.70
O -2.56 3.50 1.68
N -0.35 3.49 2.27
N -1.23 5.32 1.14
H -0.49 2.53 2.56
H 0.54 3.89 2.07
H -0.24 5.43 1.01
H -1.80 5.58 0.33
C -3.02 -2.82 1.09
O -3.54 -3.14 0.03
N -2.17 -1.75 1.19
N -3.19 -3.49 2.27
H -1.61 -1.68 2.03
H -1.88 -1.20 0.41
H -3.75 -4.31 2.38
H -2.57 -3.23 3.01
C 5.32 -2.09 2.58
O 6.46 -2.27 2.16
N 4.19 -2.26 1.80
N 5.01 -1.47 3.77
H 4.40 -2.35 0.82
H 3.31 -2.01 2.20
H 4.13 -1.12 4.07
H 5.85 -1.38 4.32
C 2.45 -3.25 -1.85
O 2.81 -2.53 -0.86
N 1.42 -2.82 -2.62
N 2.92 -4.49 -2.13
H 1.06 -3.30 -3.43
H 1.11 -1.89 -2.30
H 2.51 -5.01 -2.88
H 3.51 -4.96 -1.46
C 4.94 0.39 -1.59
O 5.21 -0.27 -2.59
N 3.91 0.13 -0.77
N 5.49 1.60 -1.30
H 3.68 0.67 0.05
H 3.55 -0.81 -0.94
H 5.14 2.10 -0.50
H 6.42 1.83 -1.59
C 0.28 -5.08 0.81
O 0.54 -5.95 -0.01
N 1.01 -3.92 0.98
N -0.69 -5.16 1.79
H 0.86 -3.37 1.80
H 1.72 -3.63 0.32
H -0.96 -4.40 2.37
H -1.26 -5.99 1.76
C 0.04 0.03 -0.79
O 0.45 -0.33 -1.91
N -1.03 0.88 -0.66
N 0.50 -0.39 0.43
H -1.52 1.19 -1.49
H -1.17 1.46 0.15
H 1.27 -1.04 0.38
H -0.08 -0.36 1.26
C -3.47 0.21 -4.07
O -4.05 -0.84 -3.79
N -4.07 1.19 -4.80
N -2.30 0.53 -3.45
H -4.89 0.89 -5.31
H -3.57 2.00 -5.11
H -1.81 -0.05 -2.81
H -1.75 1.33 -3.74
C 1.19 -2.41 3.91
O 0.15 -2.45 3.21
N 1.56 -1.25 4.52
N 2.13 -3.38 3.91
H 1.07 -0.44 4.20
H 2.18 -1.19 5.31
H 3.00 -3.05 4.29
H 1.93 -4.31 3.59
C -3.45 4.79 -1.36
O -3.04 5.93 -1.16
N -4.66 4.32 -0.89
N -2.89 3.94 -2.27
H -4.80 3.33 -0.93
H -4.92 4.87 -0.09
H -1.90 4.16 -2.43
H -3.23 3.07 -2.63
C -1.00 -3.03 -5.05
O -0.40 -3.98 -4.58
N -0.60 -1.71 -5.09
N -2.13 -3.18 -5.84
H 0.24 -1.41 -4.63
H -1.07 -0.97 -5.57
H -2.52 -4.09 -5.98
H -2.57 -2.32 -6.08
C 0.89 4.70 -3.46
O -0.27 4.50 -3.06
N 1.89 3.80 -3.35
N 1.16 5.82 -4.17
H 2.85 4.06 -3.48
H 1.69 2.91 -2.90
H 0.51 6.59 -4.19
H 2.06 5.94 -4.59
C 4.30 1.73 2.82
O 4.64 1.93 1.66
N 3.06 1.32 3.19
N 5.18 1.91 3.85
H 2.81 1.35 4.16
H 2.29 1.18 2.55
H 6.05 2.36 3.59
H 4.76 2.07 4.75
C -5.46 0.49 -0.23
O -6.58 0.69 -0.66
N -4.40 -0.06 -0.92
N -5.00 0.87 1.05
H -3.53 -0.29 -0.52
H -4.69 -0.23 -1.89
H -5.71 0.89 1.76
H -4.02 0.85 1.19
*
```

The calculation puts the HOMO-LUMO gap at 0.2980 Ha. As for the HOMO energy: -0.3301 Eh.

Results of the Mulliken charge analysis, in e, for atoms 1 through 5: 0.52 -0.39 -0.22 -0.34 0.17

***

*b*
Below is 15 unconnected molecules or ions with the total composition C15H60N30O15, with properties calculated with ωB97M-V with the def2-TZVPD basis set.

Structure (ORCA input):
```
! wB97M-V def2-TZVPD RIJCOSX def2/J DEFGRID3
* xyz 0 1
C -3.95 2.72 1.71
O -3.72 3.62 2.42
N -5.16 2.27 1.38
N -2.99 2.08 1.06
H -5.87 2.82 1.83
H -5.48 1.50 0.80
H -2.08 2.43 1.33
H -3.31 1.56 0.25
C -0.49 1.50 4.65
O -0.36 0.35 4.88
N -0.57 1.95 3.50
N -0.82 2.44 5.50
H -0.38 1.30 2.75
H -0.62 2.95 3.37
H -0.57 3.38 5.22
H -0.85 2.12 6.46
C -4.00 0.84 -1.94
O -3.01 0.35 -1.46
N -5.20 0.60 -1.42
N -3.99 1.48 -3.05
H -5.24 -0.05 -0.65
H -5.92 1.09 -1.93
H -4.28 0.90 -3.82
H -3.10 1.89 -3.31
C 1.45 -2.58 -3.43
O 0.77 -1.86 -2.68
N 2.31 -3.46 -3.00
N 1.39 -2.76 -4.68
H 2.44 -3.47 -2.00
H 2.82 -4.09 -3.59
H 1.81 -3.61 -5.04
H 0.62 -2.28 -5.12
C -0.27 4.06 -0.42
O 0.96 4.05 -0.66
N -1.16 3.41 -1.15
N -0.66 4.51 0.73
H -0.78 3.01 -2.01
H -2.16 3.54 -1.10
H 0.04 4.86 1.37
H -1.67 4.54 0.83
C 5.91 -1.86 0.22
O 4.77 -1.43 0.24
N 6.17 -3.03 -0.27
N 7.05 -1.32 0.59
H 5.28 -3.44 -0.53
H 7.09 -3.45 -0.27
H 6.98 -0.40 1.00
H 7.86 -1.86 0.88
C -3.46 -1.77 1.79
O -4.32 -1.60 0.91
N -2.42 -0.98 1.93
N -3.57 -2.60 2.74
H -2.42 -0.20 1.29
H -1.60 -1.19 2.47
H -3.04 -2.58 3.59
H -4.40 -3.18 2.81
C -2.06 -1.11 -5.17
O -1.14 -1.07 -5.94
N -2.01 -1.35 -3.91
N -3.29 -1.18 -5.59
H -2.77 -1.48 -3.26
H -1.08 -1.65 -3.65
H -4.02 -1.17 -4.90
H -3.56 -1.09 -6.56
C 3.36 -0.83 4.02
O 3.81 -1.91 4.35
N 2.31 -0.37 4.61
N 3.61 -0.14 2.94
H 2.25 -0.50 5.61
H 1.56 0.23 4.29
H 3.08 0.68 2.67
H 4.23 -0.60 2.29
C -0.65 2.41 -3.97
O -1.81 2.72 -4.25
N -0.34 1.37 -3.24
N 0.43 3.09 -4.27
H 0.65 1.25 -3.08
H -0.97 0.91 -2.59
H 1.36 2.72 -4.14
H 0.29 3.77 -5.00
C 3.22 3.35 2.10
O 4.18 3.44 2.85
N 2.31 2.44 2.16
N 3.02 4.09 1.10
H 2.12 1.99 3.04
H 1.56 2.41 1.48
H 3.56 4.94 1.09
H 2.20 4.07 0.52
C 0.56 -0.45 0.50
O 0.40 0.02 1.59
N -0.21 -0.27 -0.54
N 1.65 -1.06 0.10
H -0.81 0.54 -0.48
H 0.00 -0.69 -1.43
H 1.70 -1.50 -0.80
H 2.45 -1.09 0.73
C 3.17 0.70 -1.94
O 2.37 1.11 -2.76
N 3.88 -0.34 -2.20
N 3.39 1.22 -0.79
H 3.49 -0.84 -2.98
H 4.50 -0.82 -1.55
H 4.04 0.85 -0.12
H 3.03 2.16 -0.74
C 0.65 -3.26 3.83
O 1.20 -4.36 3.89
N -0.12 -2.69 4.71
N 0.61 -2.69 2.68
H -0.30 -3.12 5.60
H -0.50 -1.79 4.45
H 0.33 -1.72 2.63
H 1.13 -3.14 1.93
C -2.90 -3.92 -1.12
O -2.75 -5.11 -0.94
N -1.92 -3.07 -0.90
N -3.98 -3.36 -1.60
H -2.06 -2.07 -1.00
H -1.31 -3.46 -0.19
H -4.13 -2.39 -1.33
H -4.83 -3.89 -1.72
*
```

The calculation puts the HOMO-LUMO gap at 0.3143 Ha. As for the HOMO energy: -0.3147 Eh.

Results of the Mulliken charge analysis, in e, for atoms 1 through 5: 0.28 -0.67 -0.27 1.12 0.24

***

*c*
Below is 15 unconnected molecules or ions with the total composition C15H60N30O15, with properties calculated with ωB97M-V with the def2-TZVPD basis set.

Structure (ORCA input):
```
! wB97M-V def2-TZVPD RIJCOSX def2/J DEFGRID3
* xyz 0 1
C -2.09 -5.04 -0.62
O -3.14 -4.69 -0.14
N -1.33 -6.07 -0.35
N -1.49 -4.29 -1.54
H -0.48 -6.11 -0.88
H -1.74 -6.81 0.21
H -1.95 -3.47 -1.90
H -0.51 -4.52 -1.65
C 0.76 1.54 -4.78
O 0.07 1.57 -5.79
N 0.98 0.53 -4.08
N 1.39 2.59 -4.38
H 0.59 -0.40 -4.18
H 1.61 0.71 -3.31
H 1.98 2.56 -3.57
H 1.18 3.42 -4.92
C -0.23 -2.50 -4.04
O -0.87 -1.99 -3.13
N 1.05 -2.82 -3.97
N -0.86 -2.91 -5.11
H 1.50 -2.69 -3.08
H 1.52 -3.27 -4.74
H -0.20 -3.05 -5.86
H -1.83 -2.69 -5.27
C 1.28 3.71 2.99
O 0.81 4.76 2.89
N 2.55 3.40 2.67
N 0.54 2.67 3.31
H 3.05 2.58 3.00
H 2.95 4.08 2.04
H 1.06 1.81 3.35
H -0.46 2.80 3.36
C 2.89 -2.31 -1.62
O 2.27 -1.30 -1.96
N 2.17 -3.23 -1.07
N 4.21 -2.54 -1.84
H 2.42 -4.20 -0.89
H 1.22 -2.93 -0.96
H 4.58 -3.42 -1.50
H 4.74 -1.74 -2.14
C -3.02 -3.83 3.45
O -2.84 -3.96 4.62
N -2.86 -2.80 2.71
N -3.58 -4.77 2.74
H -2.82 -2.83 1.70
H -2.63 -1.90 3.10
H -3.47 -4.85 1.74
H -3.77 -5.67 3.15
C -3.17 2.67 2.75
O -2.24 3.48 2.99
N -4.32 2.97 2.27
N -3.18 1.47 3.16
H -4.40 3.83 1.76
H -4.88 2.15 2.06
H -4.00 0.89 3.02
H -2.45 1.15 3.78
C 3.03 3.65 -1.47
O 3.36 2.84 -2.25
N 2.05 3.56 -0.59
N 3.73 4.74 -1.33
H 1.84 4.36 -0.01
H 1.73 2.62 -0.46
H 3.73 5.38 -0.55
H 4.49 4.82 -2.00
C -3.61 -1.27 -0.46
O -2.79 -1.27 0.41
N -4.05 -2.27 -1.17
N -4.30 -0.21 -0.51
H -3.63 -3.16 -0.97
H -4.98 -2.19 -1.55
H -5.10 -0.28 -1.12
H -4.25 0.37 0.32
C 5.65 1.17 0.12
O 6.83 1.39 0.03
N 4.94 0.32 -0.48
N 4.94 1.87 0.90
H 5.32 -0.34 -1.14
H 3.98 0.20 -0.17
H 5.50 2.51 1.44
H 3.93 1.93 0.95
C 0.18 0.39 -0.04
O 1.16 1.08 -0.11
N -0.46 0.18 1.07
N -0.42 -0.11 -1.06
H -1.20 -0.49 0.90
H -0.38 0.61 1.98
H -1.15 -0.79 -0.86
H 0.09 -0.25 -1.92
C -1.30 3.93 -0.93
O -2.01 4.89 -1.20
N -0.77 3.11 -1.73
N -1.07 3.63 0.29
H -0.40 2.25 -1.36
H -0.86 3.23 -2.73
H -0.51 2.81 0.49
H -1.55 4.10 1.04
C -0.68 -0.12 5.86
O -1.22 0.09 4.81
N -1.15 0.19 7.08
N 0.39 -0.81 6.04
H -1.98 0.74 7.22
H -0.71 -0.04 7.96
H 0.84 -1.29 5.27
H 0.83 -0.56 6.91
C -2.84 1.45 -4.36
O -2.95 2.65 -4.38
N -2.55 0.69 -3.35
N -3.24 0.64 -5.33
H -2.34 -0.28 -3.55
H -2.39 1.09 -2.44
H -3.13 -0.36 -5.31
H -3.21 1.12 -6.21
C 3.06 -0.29 2.98
O 2.58 0.75 3.33
N 2.53 -1.12 2.08
N 4.08 -0.88 3.49
H 2.88 -2.06 2.00
H 1.71 -0.76 1.62
H 4.46 -1.59 2.89
H 4.74 -0.35 4.05
*
```

The calculation puts the HOMO-LUMO gap at 0.2513 Ha. As for the HOMO energy: -0.2920 Eh.

Results of the Mulliken charge analysis, in e, for atoms 1 through 5: 0.86 -0.92 -0.33 -0.06 0.15

***

Energy relative to the most stable one, in eV: *a* 0.000; *b* 5.089; *c* 6.803

***

*a*
Below is 3 unconnected molecules or ions with the total composition CH8N2O2, with properties calculated with ωB97M-V with the def2-TZVPD basis set.

Structure (ORCA input):
```
! wB97M-V def2-TZVPD RIJCOSX def2/J DEFGRID3
* xyz 0 1
H 2.14 -1.82 -0.33
N 1.31 -1.23 -0.24
C 0.23 -1.93 -0.09
N -0.92 -1.20 0.09
H 0.15 -3.01 -0.14
H -0.92 -0.33 -0.41
H -1.54 -1.52 0.81
O -1.72 1.75 -0.19
H -0.86 1.89 0.24
H -2.21 2.57 -0.15
O 1.11 1.65 0.32
H 1.82 2.29 0.31
H 1.41 0.90 -0.22
*
```

The calculation puts the HOMO-LUMO gap at 0.3748 Ha. As for the HOMO energy: -0.3360 Eh.

Results of the Mulliken charge analysis, in e, for atoms 1 through 5: 0.18 -0.57 -0.01 -0.35 0.35

***

*b*
Below is 3 unconnected molecules or ions with the total composition CH8N2O2, with properties calculated with ωB97M-V with the def2-TZVPD basis set.

Structure (ORCA input):
```
! wB97M-V def2-TZVPD RIJCOSX def2/J DEFGRID3
* xyz 0 1
H 1.94 -0.97 -0.10
N 1.26 -0.28 -0.37
C 0.35 -0.86 -1.07
N -0.26 -0.31 -2.15
H 0.20 -1.92 -0.88
H -0.23 0.69 -2.17
H -0.95 -0.87 -2.62
O 0.66 1.11 2.40
H 1.19 0.70 1.71
H 0.70 2.06 2.26
O -1.99 0.33 1.04
H -1.59 -0.08 0.28
H -1.27 0.40 1.68
*
```

The calculation puts the HOMO-LUMO gap at 0.3794 Ha. As for the HOMO energy: -0.3531 Eh.

Results of the Mulliken charge analysis, in e, for atoms 1 through 5: 0.23 -0.72 -0.05 -0.38 0.38

***

Energy relative to the most stable one, in eV: *a* 0.000; *b* 0.214

***

*a*
Below is 2 unconnected molecules or ions with the total composition C2H2NO3, with properties calculated with ωB97M-V with the def2-TZVPD basis set.

Structure (ORCA input):
```
! wB97M-V def2-TZVPD RIJCOSX def2/J DEFGRID3
* xyz -1 1
C -1.36 -0.43 2.08
C -0.23 -0.09 1.07
N 0.11 1.14 0.56
O -1.17 -1.50 2.67
O -2.28 0.39 2.09
O 1.02 0.30 1.27
H -0.18 -1.16 0.02
H 0.62 1.16 -0.35
*
```

The calculation puts the HOMO-LUMO gap at 0.3119 Ha. As for the HOMO energy: -0.1585 Eh.

Results of the Mulliken charge analysis, in e, for atoms 1 through 5: 0.36 0.43 -0.44 -0.69 -0.68

***

*b*
Below is 2 unconnected molecules or ions with the total composition C2H2NO3, with properties calculated with ωB97M-V with the def2-TZVPD basis set.

Structure (ORCA input):
```
! wB97M-V def2-TZVPD RIJCOSX def2/J DEFGRID3
* xyz -1 1
C -2.54 0.09 0.28
C 0.83 0.39 0.14
N -1.72 1.08 0.43
O -3.13 -0.86 0.73
O -2.52 0.86 -0.82
O 1.53 0.62 1.12
H 0.48 -0.60 -0.32
H 0.28 1.01 -0.58
*
```

The calculation puts the HOMO-LUMO gap at 0.2687 Ha. As for the HOMO energy: -0.1182 Eh.

Results of the Mulliken charge analysis, in e, for atoms 1 through 5: 0.93 0.04 -0.73 -0.67 -0.43

***

Energy relative to the most stable one, in eV: *a* 0.204; *b* 0.000

***

*a*
Below is 4 unconnected molecules or ions with the total composition H8O3S2, with properties calculated with ωB97M-V with the def2-TZVPD basis set.

Structure (ORCA input):
```
! wB97M-V def2-TZVPD RIJCOSX def2/J DEFGRID3
* xyz 0 1
S 2.04 -0.27 0.20
S 0.61 -1.67 0.37
H 1.79 0.43 -0.96
H -0.61 -1.08 0.19
O -0.04 1.27 -2.03
H -0.09 1.45 -2.98
H -0.96 1.33 -1.70
O -2.61 0.49 -0.88
H -2.39 1.15 -0.19
H -3.05 -0.23 -0.38
O -1.35 1.35 1.88
H -2.29 1.35 2.06
H -0.98 1.94 2.51
*
```

The calculation puts the HOMO-LUMO gap at 0.3058 Ha. As for the HOMO energy: -0.3003 Eh.

Results of the Mulliken charge analysis, in e, for atoms 1 through 5: -0.19 -0.16 0.17 0.13 -0.57

***

*b*
Below is 4 unconnected molecules or ions with the total composition H8O3S2, with properties calculated with ωB97M-V with the def2-TZVPD basis set.

Structure (ORCA input):
```
! wB97M-V def2-TZVPD RIJCOSX def2/J DEFGRID3
* xyz 0 1
S 0.31 -0.41 -1.78
S -0.66 -1.78 -0.54
H -0.29 0.68 -1.26
H 0.47 -2.40 -0.23
O -0.46 2.78 -0.02
H -0.76 3.68 0.05
H 0.30 2.68 0.53
O -1.34 0.53 2.85
H -1.07 0.89 1.99
H -0.73 0.94 3.48
O 2.12 0.21 1.14
H 2.98 0.61 0.89
H 1.72 -0.08 0.32
*
```

The calculation puts the HOMO-LUMO gap at 0.3404 Ha. As for the HOMO energy: -0.3320 Eh.

Results of the Mulliken charge analysis, in e, for atoms 1 through 5: -0.27 -0.13 0.21 0.16 -0.60

***

Energy relative to the most stable one, in eV: *a* 0.234; *b* 0.000

***

*a*
Below is a gas-phase ion, C5H7N2 (charge +1), with properties calculated with ωB97M-V with the def2-TZVPD basis set.

Structure (ORCA input):
```
! wB97M-V def2-TZVPD RIJCOSX def2/J DEFGRID3
* xyz 1 3
C -2.01 -1.32 -0.20
C -1.32 0.10 -0.71
C -2.86 -2.01 0.24
C 0.72 1.25 -0.49
C 0.52 -0.87 0.81
N -0.12 0.21 -0.11
N 0.30 2.24 -1.22
H -3.60 -2.73 0.27
H 1.56 1.20 0.19
H 1.45 -0.41 1.17
H -0.09 -0.97 1.60
H 0.76 -1.59 0.07
H 0.86 3.14 -1.18
H -0.58 2.18 -1.70
*
```

The calculation puts the HOMO-LUMO gap (alpha / beta) at 0.3211 / 0.2914 Ha. As for the expectation value of S²: 2.036. As for the HOMO energy (alpha / beta): -0.4560 / -0.5505 Eh.

Results of the Mulliken charge analysis, in e, for atoms 1 through 5: -0.55 0.03 0.15 0.21 -0.98

***

*b*
Below is a gas-phase ion, C5H7N2 (charge +1), with properties calculated with ωB97M-V with the def2-TZVPD basis set.

Structure (ORCA input):
```
! wB97M-V def2-TZVPD RIJCOSX def2/J DEFGRID3
* xyz 1 3
C -0.92 1.25 0.14
C 0.88 -0.44 0.26
C -0.27 -1.03 2.32
C 0.24 0.70 -0.51
C -0.01 0.37 -2.04
N 0.29 -0.77 1.27
N -1.86 1.57 0.70
H 1.75 -1.05 -0.11
H -0.99 -1.81 2.29
H -0.11 -0.65 3.23
H 1.11 1.44 -0.34
H -0.29 1.07 -2.72
H -0.61 -0.49 -2.03
H 0.80 -0.17 -2.46
*
```

The calculation puts the HOMO-LUMO gap (alpha / beta) at 0.2373 / 0.2177 Ha. As for the expectation value of S²: 2.007. As for the HOMO energy (alpha / beta): -0.4282 / -0.6144 Eh.

Results of the Mulliken charge analysis, in e, for atoms 1 through 5: 0.04 -0.50 -0.36 0.66 -1.38

***

Energy relative to the most stable one, in eV: *a* 0.000; *b* 1.680

***

*a*
Below is a single C4H5BrClNS molecule, with properties calculated with ωB97M-V with the def2-TZVPD basis set.

Structure (ORCA input):
```
! wB97M-V def2-TZVPD RIJCOSX def2/J DEFGRID3
* xyz 0 1
C 0.83 1.97 0.36
N 0.20 0.75 -0.22
C 0.86 -0.41 -0.48
C 0.04 -1.53 -0.53
Br 0.21 -3.28 -1.02
C -1.51 -1.17 -0.12
Cl -1.67 -1.77 1.69
S -1.55 0.63 -0.22
H 1.66 1.70 1.04
H 0.99 2.65 -0.58
H 0.22 2.61 1.01
H 1.92 -0.45 -0.27
H -2.21 -1.70 -0.68
*
```

The calculation puts the HOMO-LUMO gap at 0.3074 Ha. As for the HOMO energy: -0.2849 Eh.

Results of the Mulliken charge analysis, in e, for atoms 1 through 5: -0.82 0.03 -0.12 -0.19 -0.10

***

*b*
Below is 2 unconnected molecules or ions with the total composition C4H5BrClNS, with properties calculated with ωB97M-V with the def2-TZVPD basis set.

Structure (ORCA input):
```
! wB97M-V def2-TZVPD RIJCOSX def2/J DEFGRID3
* xyz 0 1
N 0.04 -1.19 -1.56
C 0.52 -0.30 -0.89
C 1.10 0.63 -0.19
Br 2.44 0.22 1.12
C 1.05 2.05 -0.66
Cl 0.36 2.94 0.75
H -0.81 -1.60 -1.38
H 0.48 1.99 -1.60
H 2.02 2.54 -0.87
C -1.71 -1.84 1.41
S -2.69 -1.54 0.18
H -1.71 -1.11 2.27
H -1.08 -2.79 1.43
*
```

The calculation puts the HOMO-LUMO gap at 0.2970 Ha. As for the HOMO energy: -0.3274 Eh.

Results of the Mulliken charge analysis, in e, for atoms 1 through 5: -0.42 0.46 -0.13 -0.11 -0.44

***

Energy relative to the most stable one, in eV: *a* 0.000; *b* 0.694